(1)
{"formula": "C4H5N", "method": "wB97M-V/def2-TZVPD", "species": ["N", "C", "C", "C", "C", "H", "H", "H", "H", "H"], "positions_angstrom": [[-2.80393, 0.01075, -0.25456], [-0.31652, -0.03523, 0.59177], [-1.70089, 0.00730, 0.13067], [0.69551, 0.76815, -0.22807], [0.69336, -0.73253, -0.27995], [1.48998, 1.24706, 0.32187], [-0.20593, -0.06858, 1.68339], [1.48617, -1.23887, 0.30209], [0.34725, -1.26983, -1.16994], [0.31500, 1.31179, -1.09727]], "atomic_forces_ev_per_a": [[2.186, 0.048, 0.757], [-0.526, 0.512, -0.075], [-1.627, -0.154, -0.490], [-0.384, -0.379, -0.217], [0.630, -0.524, 0.395], [0.006, 0.069, 0.004], [-0.017, -0.014, -0.611], [-0.520, 0.276, -0.611], [0.131, 0.378, 0.423], [0.120, -0.211, 0.425]], "lowdin_charge": [0.134, -0.283, -0.200, -0.105, -0.123, 0.097, 0.141, 0.112, 0.115, 0.113], "homo_ha": -0.39534, "multiplicity": 1, "e_above_lowest_kj_mol": 92.5}

***

(2)
{"formula": "C4H5N", "method": "wB97M-V/def2-TZVPD", "species": ["N", "C", "C", "C", "C", "H", "H", "H", "H", "H"], "positions_angstrom": [[3.16541, -0.42673, -0.10665], [-0.53584, -0.38790, 0.21626], [0.64248, 0.50932, 0.08329], [-1.83381, -0.21869, -0.18337], [2.08392, -0.07223, -0.12802], [-0.23722, -1.34408, 0.42700], [0.78206, 0.92212, 1.05877], [0.63625, 1.31568, -0.68173], [-2.46453, -1.02781, -0.39561], [-2.23872, 0.73033, -0.28994]], "atomic_forces_ev_per_a": [[1.177, -0.365, -0.234], [-2.255, 0.589, -2.722], [2.381, 0.823, -0.413], [3.649, -0.041, 1.230], [-3.628, 0.353, 0.596], [0.537, -2.530, 0.480], [0.199, 1.021, 0.675], [-0.704, -0.422, 0.662], [-0.789, -1.168, 0.478], [-0.567, 1.740, -0.751]], "lowdin_charge": [0.117, -0.160, -0.163, 0.047, -0.199, 0.064, 0.098, 0.124, 0.039, 0.032], "homo_ha": -0.37165, "multiplicity": 1, "e_above_lowest_kj_mol": 167.7}

***

(3)
{"formula": "C4H5N", "method": "wB97M-V/def2-TZVPD", "species": ["N", "C", "C", "C", "C", "H", "H", "H", "H", "H"], "positions_angstrom": [[0.04314, -1.82476, -0.05639], [1.18097, 0.12731, 0.34650], [-1.23889, 0.50911, 0.02515], [-0.00973, -0.57091, 0.08410], [2.19354, 0.76080, 0.10402], [3.02414, 1.26784, -0.17639], [-1.02949, 0.92746, -0.93853], [-1.09134, 1.20873, 0.81346], [-0.79874, -2.32803, -0.20897], [-2.27360, -0.07755, 0.00706]], "atomic_forces_ev_per_a": [[1.031, 0.316, 0.261], [3.229, 1.640, -1.130], [-0.290, -4.449, -0.694], [-2.875, 0.571, 0.894], [-3.469, -2.044, 1.054], [2.020, 1.232, -0.334], [-0.376, 0.728, -0.503], [-0.247, 0.488, 0.544], [-1.215, -0.004, -0.306], [2.193, 1.523, 0.213]], "lowdin_charge": [0.145, -0.106, -0.019, -0.439, 0.168, 0.001, 0.053, 0.047, 0.038, 0.112], "homo_ha": -0.36576, "multiplicity": 1, "e_above_lowest_kj_mol": 278.0}

***

(4)
{"formula": "C4H5N", "method": "wB97M-V/def2-TZVPD", "species": ["N", "C", "C", "C", "C", "H", "H", "H", "H", "H"], "positions_angstrom": [[2.77658, -0.24875, -0.05311], [1.64764, -0.06052, 0.10052], [-0.73440, -1.03245, -0.02480], [-0.16531, 1.39289, -0.01126], [0.22246, 0.15615, 0.02457], [-1.20181, 1.49308, -0.04908], [-0.82632, -1.44508, 1.00831], [-0.42894, -1.81586, -0.71745], [0.51675, 2.22449, -0.03203], [-1.80665, -0.66395, -0.24567]], "atomic_forces_ev_per_a": [[-0.555, 0.135, 0.467], [0.644, -0.727, -0.838], [-1.374, 0.846, 1.115], [0.163, 1.080, -0.097], [0.685, -2.022, 0.106], [-1.563, 0.951, -0.202], [0.289, -0.050, -0.773], [-0.032, 0.139, 0.055], [-0.063, 0.179, 0.171], [1.805, -0.531, -0.005]], "lowdin_charge": [0.153, -0.201, -0.053, 0.065, -0.375, 0.054, 0.089, 0.076, 0.086, 0.105], "homo_ha": -0.38116, "multiplicity": 1, "e_above_lowest_kj_mol": 91.3}

***

(5)
{"formula": "C4H5N", "method": "wB97M-V/def2-TZVPD", "species": ["N", "C", "C", "C", "C", "H", "H", "H", "H", "H"], "positions_angstrom": [[1.15863, 0.19901, -0.03402], [0.01487, 0.98697, -0.03118], [-1.17934, 0.23884, 0.12508], [1.00755, -1.09247, 0.04264], [-1.29217, -1.08199, -0.13987], [-2.13744, 0.90133, 0.28721], [-1.66162, -1.93273, 0.47006], [1.93365, 0.81170, 0.03926], [-0.08329, 2.08348, -0.14252], [1.82494, -1.77690, 0.10480]], "atomic_forces_ev_per_a": [[-2.079, 0.191, 0.086], [-2.765, -0.108, 0.536], [-1.066, 3.000, -0.587], [-3.205, 0.318, -0.272], [3.870, -1.332, 1.429], [1.738, -1.475, -0.406], [0.164, 0.789, -0.620], [1.745, -0.298, -0.150], [1.050, -0.937, 0.189], [0.549, -0.148, -0.205]], "lowdin_charge": [-0.085, -0.199, -0.298, 0.057, 0.086, 0.136, 0.035, 0.134, 0.100, 0.034], "homo_ha": -0.26342, "multiplicity": 1, "e_above_lowest_kj_mol": 539.5}

***

(6)
{"formula": "C4H5N", "method": "wB97M-V/def2-TZVPD", "species": ["N", "C", "C", "C", "C", "H", "H", "H", "H", "H"], "positions_angstrom": [[1.02463, -0.13373, 0.94021], [0.60650, 1.27850, -0.53682], [-0.05662, -0.87144, 0.81313], [-0.92271, -0.57431, -0.25049], [-0.47778, 0.57408, -0.90460], [1.32301, 1.58559, -1.32285], [-1.80287, -1.15536, -0.48409], [1.52465, -0.34439, 1.81958], [-0.91443, 1.31605, -1.59467], [-0.30438, -1.67499, 1.52060]], "atomic_forces_ev_per_a": [[-0.187, 0.214, -0.917], [0.902, -1.526, 1.636], [-0.117, 0.176, -0.524], [-0.095, 0.083, -0.029], [-0.271, 0.789, 0.143], [0.244, -0.176, 1.133], [0.011, 0.257, 0.057], [0.006, 0.849, -0.856], [-0.698, -1.079, -0.481], [0.204, 0.412, -0.160]], "lowdin_charge": [0.049, 0.109, -0.257, -0.133, -0.246, 0.069, 0.083, 0.086, 0.121, 0.119], "homo_ha": -0.29247, "multiplicity": 1, "e_above_lowest_kj_mol": 361.3}